1.
62
Properties=species:S:1:pos:R:3 method="wB97M-V/def2-TZVPD" gap_ev=5.0 total_charge=+2 lumo_energy_ha=-0.2839
Pt -1.706 0.138 -2.075
C -3.173 -0.675 2.473
O -2.040 -0.290 1.695
C -0.867 -0.097 2.381
C -0.718 -0.267 3.744
C 0.537 -0.073 4.319
Br 0.738 -0.312 6.176
C 1.624 0.277 3.551
C 1.481 0.454 2.173
C 0.228 0.268 1.585
O 0.016 0.420 0.253
C 2.603 0.815 1.305
N 2.493 0.878 -0.007
C 3.745 1.240 -0.482
C 4.195 1.445 -1.785
C 5.515 1.806 -1.953
C 6.379 1.961 -0.855
C 5.949 1.759 0.440
C 4.616 1.395 0.599
N 3.857 1.115 1.724
H -3.001 -1.632 2.971
H -4.002 -0.776 1.778
H -3.410 0.085 3.218
H -1.549 -0.552 4.372
H 2.585 0.405 4.030
H 0.934 0.600 -0.153
H 3.533 1.320 -2.631
H 5.901 1.973 -2.949
H 7.407 2.245 -1.033
H 6.617 1.878 1.282
H 4.172 1.166 2.677
C -1.443 3.255 -3.520
Se -0.928 2.423 -1.840
C -2.300 3.213 -0.690
C -3.679 2.733 -1.058
Se -3.714 0.767 -1.066
C -5.027 0.519 -2.475
H -1.273 4.325 -3.421
H -2.478 3.043 -3.771
H -0.787 2.850 -4.286
H -2.216 4.295 -0.790
H -2.016 2.935 0.325
H -3.987 3.065 -2.047
H -4.426 3.052 -0.331
H -5.972 0.916 -2.108
H -5.112 -0.551 -2.647
H -4.705 1.032 -3.376
S -1.793 -2.020 -2.687
C -1.081 -2.966 -1.383
N -0.609 -4.151 -1.727
C 0.099 -5.048 -0.801
C 0.674 -4.226 0.337
C -0.426 -3.361 0.929
N -1.037 -2.552 -0.136
H -0.697 -4.420 -2.695
H 0.877 -5.557 -1.366
H -0.599 -5.799 -0.429
H 1.486 -3.592 -0.025
H 1.079 -4.889 1.099
H -0.045 -2.674 1.683
H -1.198 -3.981 1.390
H -1.325 -1.604 0.089

---

2.
62
Properties=species:S:1:pos:R:3 method="wB97M-V/def2-TZVPD" gap_ev=5.2 total_charge=+2 lumo_energy_ha=-0.2819
Pt -0.318 0.269 -1.248
C -0.580 -1.809 2.296
O 0.361 -1.151 1.455
C 1.681 -1.281 1.776
C 2.146 -2.039 2.835
C 3.516 -2.107 3.086
Br 4.132 -3.153 4.526
C 4.412 -1.417 2.301
C 3.954 -0.645 1.229
C 2.582 -0.580 0.951
O 2.086 0.155 -0.078
C 4.886 0.095 0.376
N 4.491 0.792 -0.672
C 5.639 1.339 -1.226
C 5.805 2.160 -2.341
C 7.088 2.553 -2.653
C 8.190 2.144 -1.882
C 8.043 1.332 -0.777
C 6.745 0.940 -0.468
N 6.232 0.143 0.543
H -0.408 -2.888 2.325
H -1.559 -1.620 1.860
H -0.548 -1.413 3.312
H 1.466 -2.571 3.483
H 5.466 -1.482 2.528
H 2.891 0.627 -0.500
H 4.957 2.477 -2.933
H 7.257 3.192 -3.508
H 9.179 2.477 -2.163
H 8.894 1.022 -0.187
H 6.760 -0.285 1.283
C -0.974 3.009 -3.135
Se 0.341 2.461 -1.819
C -0.211 3.536 -0.278
C -1.618 3.180 0.133
Se -1.725 1.230 0.398
C -3.510 0.970 -0.332
H -0.716 4.016 -3.455
H -1.980 2.970 -2.731
H -0.882 2.317 -3.967
H -0.090 4.593 -0.511
H 0.518 3.265 0.487
H -2.362 3.443 -0.617
H -1.896 3.655 1.073
H -4.175 1.657 0.187
H -3.799 -0.056 -0.118
H -3.500 1.150 -1.403
S -0.612 -1.844 -2.048
C 0.995 -2.532 -1.779
N 1.912 -2.376 -2.719
C 3.214 -3.049 -2.678
C 3.632 -3.217 -1.228
C 2.531 -3.894 -0.427
N 1.250 -3.226 -0.692
H 1.612 -1.925 -3.568
H 3.923 -2.425 -3.219
H 3.139 -4.009 -3.194
H 3.852 -2.239 -0.801
H 4.539 -3.817 -1.175
H 2.725 -3.817 0.642
H 2.436 -4.950 -0.687
H 0.494 -3.330 -0.034

---

1 ends up most stable, edging out the next structure by 8.1 kcal/mol.

---

1.
9
Properties=species:S:1:pos:R:3 method="wB97M-V/def2-TZVPD" smiles="O=c1ncnnnn1" gap_ev=7.9 total_charge=0 lumo_energy_ha=-0.0796
O -2.022 -0.312 0.735
C -1.119 -0.030 0.063
N -0.775 1.209 -0.583
C 0.493 1.446 -0.251
N 1.377 0.679 0.617
N 1.608 -0.597 0.475
N 0.857 -1.353 -0.424
N -0.360 -1.145 -0.678
H 0.989 2.449 -0.589

---

2.
9
Properties=species:S:1:pos:R:3 method="wB97M-V/def2-TZVPD" smiles="O=c1ncnnnn1" gap_ev=8.2 total_charge=0 lumo_energy_ha=-0.0683
O -1.023 -1.941 -0.587
C -0.278 -1.051 -0.692
N 0.981 -0.778 -0.111
C 0.874 0.073 0.902
N -0.266 0.696 1.171
N -0.969 1.308 0.307
N -0.581 1.294 -0.948
N -0.361 0.207 -1.656
H 1.623 0.192 1.613

---

1 ends up most stable, edging out the next structure by 4.1 kcal/mol.

---

1.
13
Properties=species:S:1:pos:R:3 method="wB97M-V/def2-TZVPD" smiles=NCCC[S-] gap_ev=6.4 total_charge=-1 lumo_energy_ha=0.1511
N -2.048 -0.866 0.112
C -0.913 0.165 0.307
C 0.498 -0.303 -0.023
C 1.520 0.871 -0.466
S 2.106 2.111 0.697
H -1.590 -1.587 -0.431
H -2.305 -1.456 0.954
H -1.227 0.817 -0.368
H -1.020 0.554 1.296
H 0.954 -0.719 0.904
H 0.573 -1.140 -0.718
H 1.072 1.288 -1.394
H 2.379 0.266 -0.871

---

2.
13
Properties=species:S:1:pos:R:3 method="wB97M-V/def2-TZVPD" gap_ev=5.9 total_charge=-1 lumo_energy_ha=0.1323
C 0.004 -2.778 2.002
S -0.618 -1.221 2.918
H 0.705 -2.617 1.140
H -0.811 -3.436 1.566
H 0.707 -3.187 2.808
C 0.544 2.167 -2.043
C -0.689 0.956 -0.458
N -0.718 1.905 -1.336
H 1.252 1.347 -2.072
H 0.281 2.480 -3.094
H 0.904 3.058 -1.559
H -1.686 0.735 -0.043
H 0.125 0.591 0.172

---

1 ends up most stable, edging out the next structure by 21.9 kcal/mol.

---

1.
22
Properties=species:S:1:pos:R:3 method="wB97M-V/def2-TZVPD" smiles=OCCCS.O.O.O gap_ev=9.8 total_charge=0 lumo_energy_ha=0.0210
O -1.571 1.845 -0.460
C -0.203 1.510 -0.084
C 0.648 1.175 -1.320
C 0.794 -0.339 -1.618
S 2.462 -0.979 -1.400
H -1.514 2.516 -1.158
H 0.224 2.291 0.541
H -0.389 0.588 0.451
H 0.181 1.673 -2.182
H 1.618 1.678 -1.305
H 0.678 -0.427 -2.704
H -0.093 -0.845 -1.237
H 2.491 -1.139 -0.074
O -1.189 -2.704 2.416
H -1.542 -3.592 2.595
H -1.608 -2.461 1.581
O 2.839 0.341 2.586
H 2.357 -0.430 2.241
H 2.115 0.850 2.974
O -2.607 -0.783 -0.371
H -3.419 -0.878 -0.875
H -2.272 0.108 -0.598

---

2.
22
Properties=species:S:1:pos:R:3 method="wB97M-V/def2-TZVPD" smiles=OCCCS.O.O.O gap_ev=9.6 total_charge=0 lumo_energy_ha=0.0218
O 0.513 0.657 2.247
C 0.198 0.651 0.840
C 1.359 0.389 -0.067
C 1.748 1.588 -0.918
S 0.878 1.683 -2.511
H 1.028 1.422 2.458
H -0.696 0.017 0.848
H -0.313 1.607 0.626
H 2.181 0.305 0.649
H 1.233 -0.546 -0.616
H 2.787 1.741 -1.208
H 1.583 2.508 -0.327
H 1.686 2.572 -3.148
O -3.069 -3.866 2.275
H -3.888 -4.138 2.644
H -2.477 -3.495 2.955
O 1.430 -2.561 -4.111
H 0.839 -3.286 -4.375
H 1.041 -1.778 -4.516
O -2.878 1.415 1.764
H -2.180 0.920 2.178
H -3.001 2.195 2.311

---

1 ends up most stable, edging out the next structure by 10.3 kcal/mol.

---

1.
17
Properties=species:S:1:pos:R:3 method="wB97M-V/def2-TZVPD" smiles="C1=C[C@@H]2C=C[C@H](C=C1)S2" gap_ev=8.7 total_charge=0 lumo_energy_ha=0.0126
C -0.303 0.593 -1.757
C -1.407 0.563 -0.969
C -1.517 -0.027 0.450
C -0.553 0.691 1.365
C 0.615 0.023 1.705
C 0.761 -1.187 0.877
C 1.472 -0.833 -0.474
C 1.001 0.073 -1.482
S -0.905 -1.783 0.397
H -0.451 1.138 -2.707
H -2.157 1.246 -1.252
H -2.533 0.032 0.979
H -0.809 1.672 1.884
H 1.380 0.599 2.309
H 1.247 -2.026 1.374
H 2.462 -1.133 -0.479
H 1.696 0.360 -2.219

---

2.
17
Properties=species:S:1:pos:R:3 method="wB97M-V/def2-TZVPD" smiles="C=CSc1ccccc1" gap_ev=9.3 total_charge=0 lumo_energy_ha=0.0358
C 3.318 0.945 -0.055
C 2.388 0.215 0.589
S 1.389 -1.048 -0.267
C -0.269 -0.329 -0.119
C -1.286 -1.214 0.117
C -2.594 -0.807 0.239
C -2.815 0.684 0.061
C -1.785 1.547 -0.134
C -0.522 1.041 -0.199
H 3.891 1.623 0.707
H 3.368 0.935 -0.969
H 2.212 0.373 1.656
H -1.096 -2.245 0.079
H -3.560 -1.460 0.339
H -4.113 0.889 0.040
H -1.968 2.422 -0.229
H 0.439 1.742 -0.341

---

3.
17
Properties=species:S:1:pos:R:3 method="wB97M-V/def2-TZVPD" smiles="Cc1csc2c1CC=C2" gap_ev=8.8 total_charge=0 lumo_energy_ha=0.0344
C -1.350 1.930 0.174
C -0.010 1.325 0.136
C 1.222 1.875 0.360
S 2.523 0.759 0.375
C 1.509 -0.523 -0.018
C 0.121 -0.106 0.030
C -0.841 -1.277 -0.175
C 0.126 -2.397 -0.325
C 1.382 -1.991 -0.045
H -2.023 1.110 0.216
H -1.570 2.548 0.983
H -1.529 2.504 -0.849
H 1.577 2.853 0.377
H -1.686 -1.410 0.534
H -1.325 -1.053 -1.182
H -0.281 -3.362 -0.577
H 2.156 -2.785 -0.015

---

3 ends up most stable, edging out the next structure by 25.5 kcal/mol.